# 1
A structure of composition C47H37N7O3S4Yb. Source: the OMol25 dataset; level of theory: ωB97M-V/def2-TZVPD.

Values from the calculation:
**HOMO-LUMO gap (spin up / spin down)**: 5.81 / 4.28 eV
**Electronic energy**: -5173.87116 a.u.
**Charge**: -1
**Multiplicity**: 2

Last column: Mulliken charge in e.
CARTESIAN COORDINATES (ANGSTROEM)
1 Yb 0.0525 0.4332 1.2689  0.9513
2 C -2.9518 -0.7548 4.5915  -1.0380
3 C -2.6472 -2.0722 5.0611  -0.4732
4 C -1.6868 -2.7668 4.3941  -0.5992
5 C -0.9368 -2.1305 3.3631  0.0917
6 N -1.2355 -0.9342 2.9029  0.6211
7 C -2.1896 -0.2362 3.5259  -0.2087
8 N 0.0665 -2.8996 2.9004  -0.2985
9 C 0.9756 -2.6934 2.0266  -0.2514
10 N 1.2822 -1.5618 1.2457  0.1977
11 C 2.2715 -1.9168 0.3443  -0.4275
12 N 2.8908 -1.2382 -0.5811  -0.4320
13 C 2.9885 0.0937 -0.7061  0.3369
14 C 3.8196 0.5609 -1.7760  -0.7121
15 C 4.2535 1.8296 -1.7622  -0.2830
16 C 3.8373 2.6900 -0.7121  -0.9981
17 C 2.9279 2.2147 0.2227  -0.4143
18 N 2.4342 0.9457 0.2111  0.1227
19 C 2.6128 -3.3329 0.5504  0.2604
20 C 3.5239 -4.1687 -0.0423  -0.0710
21 C 3.6692 -5.4623 0.4423  -0.6019
22 C 2.8965 -5.9128 1.5117  -0.5290
23 C 1.9954 -5.0359 2.1531  -0.3092
24 C 1.9090 -3.7675 1.6814  0.2423
25 H -3.7201 -0.1645 5.1154  0.4064
26 H -3.1176 -2.5701 5.9035  0.3831
27 H -1.3979 -3.7856 4.6499  0.4624
28 H -2.4305 0.7307 3.0957  0.4478
29 H 3.9529 -0.0601 -2.6487  0.4559
30 H 4.9455 2.2021 -2.5161  0.3939
31 H 4.1681 3.7412 -0.6491  0.3822
32 H 2.4403 2.7778 0.9780  0.5432
33 H 4.0794 -3.8071 -0.9085  0.4742
34 H 4.4016 -6.1351 -0.0242  0.3534
35 H 3.0350 -6.9611 1.8894  0.3185
36 H 1.3597 -5.4203 2.9374  0.5247
37 S -2.6954 0.9195 0.3332  -0.2579
38 C -3.7574 -0.3266 -0.0522  0.5014
39 C -5.1798 -0.0923 -0.1485  -0.7960
40 C -6.0868 -1.0930 -0.3466  -0.4138
41 C -5.6910 -2.4015 -0.5621  -0.4785
42 C -4.3476 -2.6809 -0.6024  -0.8539
43 C -3.3405 -1.6502 -0.3962  -0.0016
44 S -1.7044 -2.0478 -0.6315  0.0166
45 H -5.4839 0.9388 -0.0728  0.4415
46 H -7.1310 -0.8462 -0.3371  0.3429
47 H -6.4019 -3.2227 -0.7161  0.3185
48 H -3.8976 -3.6045 -0.9219  0.4352
49 O 1.0716 0.7598 3.5025  -0.6273
50 S 0.9426 2.2104 3.5984  1.0755
51 O 2.1398 3.0180 3.5626  -0.6176
52 N -0.0787 2.5893 2.3847  0.4458
53 C -0.0671 3.8431 1.8358  0.3830
54 C 0.0914 5.0396 2.5933  -0.5645
55 C -0.0817 6.2791 1.9379  -0.9872
56 C -0.2764 6.3404 0.5554  -0.9297
57 C -0.2162 5.1651 -0.2513  0.5148
58 C -0.2371 5.1778 -1.6813  -0.8002
59 C -0.1994 4.0103 -2.4057  -1.0236
60 C -0.0918 2.8135 -1.6224  0.1088
61 N -0.0714 2.7513 -0.2971  1.0118
62 C -0.1429 3.9160 0.4006  -0.5460
63 C 0.1882 2.5350 5.1669  0.3675
64 C 0.8398 2.1347 6.3389  -0.8158
65 C 0.2607 2.4711 7.5604  -0.5663
66 C -0.8791 3.2443 7.6458  -0.4842
67 C -1.4876 3.5987 6.4994  -0.7488
68 C -1.0059 3.2346 5.2461  0.0077
69 H 0.2000 4.9733 3.6949  0.3962
70 H -0.0279 7.2047 2.4760  0.4009
71 H -0.4218 7.2814 0.0667  0.4107
72 H -0.2145 6.1531 -2.2235  0.3151
73 H -0.2206 4.0125 -3.5000  0.4347
74 H 0.1793 1.7410 -3.1971  0.1730
75 H 1.8364 1.7671 6.2549  0.4619
76 H 0.7143 2.2201 8.4930  0.3979
77 H -1.2381 3.5977 8.6044  0.3983
78 H -2.4589 4.1034 6.5270  0.3279
79 H -1.5582 3.5260 4.3610  0.5002
80 C 2.2219 -3.4189 -9.2841  -1.3837
81 C 1.4326 -3.0580 -8.0199  0.6023
82 C 1.0226 -3.9727 -7.0594  -0.3276
83 C 0.3766 -3.5802 -5.8682  -0.5376
84 C 0.2280 -2.2152 -5.6425  -0.1459
85 C 0.3362 -1.3172 -6.6898  -0.4084
86 C 0.9870 -1.7236 -7.8477  -0.5232
87 S -0.1716 -1.6758 -3.9797  0.2140
88 C -1.8342 -0.9802 -4.3043  -0.6866
89 O 0.0033 1.6190 -2.2514  0.0870
90 H 3.0346 -4.1274 -9.1193  0.3535
91 H 2.6421 -2.5441 -9.7855  0.3428
92 H 1.5753 -3.9175 -9.9985  0.2985
93 H 1.1513 -5.0579 -7.1875  0.2970
94 H 0.1072 -4.2997 -5.1342  0.5248
95 H -0.0324 -0.2653 -6.5695  0.2261
96 H 1.1038 -1.0178 -8.6594  0.3189
97 H -1.7268 -0.0477 -4.8400  0.2879
98 H -2.2012 -0.7662 -3.2814  0.1022
99 H -2.5037 -1.6697 -4.7917  0.3605

Forces on atoms 1 to 3 (eV/Å):
Yb -0.5224 0.0904 -1.1390
C 0.5808 -0.2798 0.4110
C -0.2794 0.9911 -0.6196

# 2
The ion C8H11FN3S with charge +1. Source: the OMol25 dataset; level of theory: ωB97M-V/def2-TZVPD.

Values from the calculation:
**HOMO-LUMO gap (spin up / spin down)**: 8.39 / 8.40 eV
**Electronic energy**: -973.32634 a.u.
**Charge**: +1

Last column: Mulliken charge in e.
CARTESIAN COORDINATES (ANGSTROEM)
1 C -4.0519 0.7113 -0.3878  -0.0424
2 C 0.4725 -0.0842 0.6111  -0.4334
3 C -1.7808 0.6479 0.2691  0.4756
4 C 1.7948 -0.0982 0.6513  -0.2555
5 C -1.5439 -1.8142 -0.5336  -0.0721
6 C -0.6799 -2.1825 0.5394  -0.3203
7 C 3.4774 1.0673 -0.8703  -1.2535
8 C 2.6747 1.1556 0.4888  -0.5161
9 N -3.5575 -0.4101 -0.7414  -0.9423
10 N -2.2261 -0.4858 -0.3245  0.7147
11 N -0.5524 0.9035 0.6747  -0.0604
12 F 0.3491 -2.9503 0.2709  -0.2283
13 S -3.0219 1.8502 0.3168  -0.0257
14 H -5.0603 1.0991 -0.4775  0.4144
15 H 2.1532 -1.0744 0.4175  0.4030
16 H -0.8640 -1.8886 -1.4030  0.2471
17 H -2.2714 -2.6404 -0.5854  0.3209
18 H -0.8570 -2.0322 1.6188  0.4873
19 H 4.2053 1.8763 -0.8914  0.3154
20 H 2.6445 1.0618 -1.5585  0.3450
21 H 3.9994 0.2013 -1.0714  0.3984
22 H 2.1426 2.0407 0.2237  0.3151
23 H 3.1159 1.3751 1.4476  0.4442
24 H -0.5624 1.6708 1.3150  0.2691

Forces on atoms 1 to 3 (eV/Å):
C -0.7712 0.2430 -0.3669
C -2.1427 -2.6625 0.2046
C -0.0392 -0.8525 -0.9358

# 3
The molecule C3H6N2O2. Source: the OMol25 dataset; level of theory: ωB97M-V/def2-TZVPD.

Values from the calculation:
**HOMO-LUMO gap**: 10.54 eV
**Electronic energy**: -377.88805 a.u.
**Charge**: 0
**Relative energy (zero: lowest compared OMol25 entry of this formula, charge and spin)**: 1.940 eV

Last column: Mulliken charge in e.
CARTESIAN COORDINATES (ANGSTROEM)
1 N 1.3154 -1.1021 -0.8083  -0.5143
2 C 0.9643 -0.1121 0.1034  0.6410
3 O 1.4743 0.0222 1.1982  -0.6225
4 C 0.2154 0.9937 -0.6334  -0.4048
5 O -0.8990 1.5482 0.0946  -0.3201
6 C -1.5290 0.5678 0.7561  0.0633
7 N -1.1032 -0.6191 0.6743  -0.4836
8 H 2.0429 -1.6863 -0.4349  0.2594
9 H 0.5557 -1.6159 -1.2402  0.2349
10 H -0.1690 0.6212 -1.5836  0.2806
11 H 0.9829 1.7497 -0.8172  0.2659
12 H -2.3960 0.8955 1.3262  0.4048
13 H -1.4546 -1.2627 1.3646  0.1952

Forces on atoms 1 to 3 (eV/Å):
N 0.3806 -0.2239 0.2002
C 0.4325 0.2453 -0.1429
O 0.0963 0.0727 -0.5864

# 4
The molecule C9H12N2OS. Source: the OMol25 dataset; level of theory: ωB97M-V/def2-TZVPD.

Values from the calculation:
**HOMO-LUMO gap**: 9.03 eV
**Electronic energy**: -933.04574 a.u.
**Charge**: 0
**Relative energy (zero: lowest compared OMol25 entry of this formula, charge and spin)**: 1.292 eV

Last column: Mulliken charge in e.
CARTESIAN COORDINATES (ANGSTROEM)
1 C 3.6359 0.3362 -0.3770  -0.2851
2 C 1.4009 0.2125 0.4201  -0.1676
3 C 1.8826 -0.8946 -0.1864  -0.1566
4 C -0.3002 -1.4578 0.2159  -0.2694
5 C -0.1910 -0.0549 0.6539  2.0419
6 C -0.5720 0.0791 2.1477  -2.1597
7 C -0.5421 0.7670 -1.6331  -1.4295
8 C -2.5407 0.3344 -0.2118  -1.6112
9 C -1.0358 0.8469 -0.2477  0.0420
10 N 3.1821 -0.8540 -0.6055  -0.6959
11 N 0.9375 -1.9043 -0.2998  -0.0248
12 O -1.2598 -2.1964 0.2253  -0.6305
13 S 2.5529 1.4753 0.4260  -0.1560
14 H 4.5885 0.5985 -0.5978  0.5489
15 H -1.6173 -0.0761 2.2955  0.4128
16 H -0.4857 1.0296 2.4862  0.5762
17 H 0.1353 -0.5116 2.6606  0.5040
18 H -1.3492 0.4092 -2.2612  0.4374
19 H 0.2766 0.0706 -1.7444  0.3486
20 H -0.3004 1.7966 -2.0129  0.2639
21 H -2.3874 -0.7034 -0.2622  0.5152
22 H -3.2658 0.8646 -0.9068  0.3735
23 H -2.9474 0.6316 0.7163  0.3865
24 H -0.9763 1.8084 0.0834  0.8475
25 H 1.1788 -2.6073 -0.9842  0.2880

Forces on atoms 1 to 3 (eV/Å):
C -2.4790 -0.1879 0.9706
C -2.8050 -0.3935 0.3623
C 0.3706 0.9115 0.6925

# 5
The molecule C12H28O3Si. Source: the OMol25 dataset; level of theory: ωB97M-V/def2-TZVPD.

Values from the calculation:
**HOMO-LUMO gap**: 10.55 eV
**Electronic energy**: -989.32420 a.u.
**Charge**: 0

Last column: Mulliken charge in e.
CARTESIAN COORDINATES (ANGSTROEM)
1 O -0.0865 1.7250 -0.0965  -0.2333
2 O -1.3953 -0.5771 -0.9796  -0.1765
3 O 1.3246 -0.6243 -0.9402  -0.4521
4 C 0.6990 3.2703 2.0988  -0.8716
5 C -3.3563 1.2000 0.6887  -0.8831
6 C 1.8249 -3.3775 -2.5079  -1.2077
7 C 1.3441 -2.2670 3.0767  -1.3139
8 C 1.0585 2.5669 -0.1887  -0.5562
9 C -2.4204 0.2554 -1.5417  -0.4373
10 C 1.3753 -0.8462 -2.3215  -0.5721
11 C 0.8260 3.7707 0.7095  -0.3975
12 C -3.6003 0.3127 -0.5313  -0.4355
13 C 0.8799 -2.2704 -2.8209  -0.1232
14 C 1.0539 -1.9392 1.6417  -0.2055
15 C 0.1323 -0.6400 1.5235  -0.6414
16 Si -0.0386 0.0236 -0.2643  0.3474
17 H 1.4704 2.4738 2.1738  0.2076
18 H 0.9441 3.9219 2.9717  0.3765
19 H -0.2781 2.7878 2.2618  0.1515
20 H -4.2494 1.1924 1.3042  0.4175
21 H -2.5131 0.8085 1.2517  0.0809
22 H -3.1903 2.2701 0.4676  0.2436
23 H 2.0268 -3.4886 -1.3746  0.1778
24 H 1.3589 -4.3424 -2.7114  0.3867
25 H 2.7423 -3.3367 -3.0393  0.3665
26 H 0.5368 -2.8356 3.6144  0.2818
27 H 1.6013 -1.3253 3.6548  0.2737
28 H 2.1747 -2.9379 3.1358  0.4277
29 H 1.9892 2.0242 -0.0059  0.4197
30 H 1.0576 3.0172 -1.1522  0.3242
31 H -1.9832 1.2154 -1.8908  0.3057
32 H -2.7450 -0.2462 -2.4722  0.3012
33 H 0.8176 -0.0203 -2.9148  0.2285
34 H 2.4226 -0.7727 -2.6310  0.4231
35 H 1.6274 4.5521 0.5441  0.3437
36 H -0.1676 4.2493 0.4884  0.2128
37 H -3.6035 -0.7063 -0.1297  0.2001
38 H -4.5507 0.6166 -1.0441  0.3736
39 H 0.6066 -2.1119 -3.8929  0.4023
40 H -0.0892 -2.4318 -2.3397  0.1250
41 H 0.6712 -2.7592 1.0385  0.2881
42 H 2.0519 -1.8015 1.1495  0.2366
43 H -0.8597 -0.8383 1.9449  0.3728
44 H 0.5093 0.2426 2.0511  0.2103

Forces on atoms 1 to 3 (eV/Å):
O 0.0379 -1.9925 -0.8423
O 0.4896 1.0000 -0.1399
O -0.7217 0.3952 -0.1524

# 6
A cluster of 4 separate species, C2H14NO3 in total. Source: the OMol25 dataset; level of theory: ωB97M-V/def2-TZVPD.

Values from the calculation:
**HOMO-LUMO gap**: 11.86 eV
**Electronic energy**: -364.83563 a.u.
**Charge**: +1
**Relative energy (zero: lowest compared OMol25 entry of this formula, charge and spin)**: 0.763 eV

Last column: Mulliken charge in e.
CARTESIAN COORDINATES (ANGSTROEM)
1 C 1.6208 -0.7853 1.2665  -0.8299
2 N 1.4781 -0.4929 -0.2055  -0.1730
3 C 0.3992 -1.2453 -0.9269  -0.7676
4 H 2.3813 -0.1029 1.6347  0.3356
5 H 0.5800 -0.7978 1.5955  0.3205
6 H 2.0160 -1.7967 1.3674  0.3840
7 H 2.3385 -0.7938 -0.6659  0.3785
8 H 1.4259 0.5438 -0.3899  0.3971
9 H 0.5647 -2.3147 -0.8597  0.3540
10 H 0.3909 -0.8412 -1.9348  0.3291
11 H -0.5297 -0.9877 -0.4196  0.2835
12 H 0.3143 2.3117 0.3264  0.3746
13 H 1.3704 2.8967 -0.5004  0.3317
14 O 1.2701 2.1460 0.1034  -0.6933
15 H -1.6755 2.0622 -0.4548  0.3440
16 H -2.0050 2.0004 1.0569  0.3092
17 O -1.3490 1.7538 0.4065  -0.6842
18 H -3.7019 -1.9406 -0.5166  0.3049
19 H -3.7495 -0.4462 -0.4755  0.3019
20 O -3.1397 -1.1696 -0.4078  -0.6006

Forces on atoms 1 to 3 (eV/Å):
C -0.2869 -0.6082 -1.4004
N 1.1195 -0.8222 -0.8510
C -0.3311 1.0009 0.8083

# 7
The molecule C4H4O2. Source: the OMol25 dataset; level of theory: ωB97M-V/def2-TZVPD.

Values from the calculation:
**HOMO-LUMO gap**: 10.00 eV
**Electronic energy**: -305.18302 a.u.
**Charge**: 0
**Relative energy (zero: lowest compared OMol25 entry of this formula, charge and spin)**: 2.624 eV

Last column: Mulliken charge in e.
CARTESIAN COORDINATES (ANGSTROEM)
1 C 2.7144 0.0887 0.0251  0.6163
2 C -0.8381 0.5857 0.2338  -0.7171
3 C 0.2336 -0.1724 0.4465  -0.1889
4 C 1.2795 -0.5682 -0.5866  -0.1907
5 O 3.4739 0.9616 0.2124  -0.4447
6 O 2.5477 -1.1777 0.0878  -0.3132
7 H -1.4510 0.9270 1.0606  0.2377
8 H -1.2818 0.9781 -0.7006  0.2399
9 H 0.3117 -0.7985 1.3439  0.3361
10 H 1.0757 -0.8363 -1.6043  0.4247

Forces on atoms 1 to 3 (eV/Å):
C -2.6986 -0.6380 -2.8530
C -0.7488 0.6016 -0.1273
C -0.0205 -1.9283 -1.4688

# 8
A structure of composition C18H16IIrN4S. Source: the OMol25 dataset; level of theory: ωB97M-V/def2-TZVPD.

Values from the calculation:
**HOMO-LUMO gap (spin up / spin down)**: 6.65 / 5.78 eV
**Electronic energy**: -1714.10946 a.u.
**Charge**: +2
**Relative energy (zero: lowest compared OMol25 entry of this formula, charge and spin)**: 0.495 eV
**Multiplicity**: 5

Last column: Mulliken charge in e.
CARTESIAN COORDINATES (ANGSTROEM)
1 Ir -0.2744 0.4023 0.2670  0.7905
2 C 0.3735 -2.1986 3.9218  -1.7206
3 C -0.0792 -1.5271 2.6699  0.9232
4 N 0.4183 -0.4402 2.2188  -0.2498
5 N 1.3092 0.3148 2.9323  -0.3375
6 C 1.1612 1.6575 2.8112  0.6691
7 N 1.9672 2.4204 3.5379  -0.3774
8 S -0.0047 2.3541 1.7849  -0.4089
9 C -1.2857 -1.9639 1.9005  0.6699
10 C -2.0224 -3.0779 2.2433  -0.6442
11 C -3.2383 -3.3100 1.6023  -0.4617
12 C -3.6762 -2.4138 0.6501  -0.7233
13 C -2.8713 -1.3276 0.3370  -0.0138
14 N -1.7035 -1.1059 0.9389  -0.2705
15 H 1.4629 -2.2341 3.9699  0.4701
16 H 0.0230 -3.2231 3.9865  0.3490
17 H -0.0006 -1.6592 4.7961  0.3822
18 H 1.8941 -0.1080 3.6404  0.2578
19 H 2.6303 2.0482 4.2005  0.2019
20 H 1.8581 3.4216 3.4944  0.2384
21 H -1.6793 -3.7593 3.0062  0.2658
22 H -3.8317 -4.1758 1.8624  0.4708
23 H -4.6220 -2.5389 0.1428  0.4280
24 H -3.1598 -0.6138 -0.4231  0.4631
25 I -0.0893 -1.9769 -1.9285  0.2295
26 C 0.0513 -0.3100 -3.1365  -0.0978
27 C -0.2832 -0.4840 -4.4809  -0.6254
28 C -0.0126 0.5095 -5.4039  -0.7097
29 C 0.6535 1.6592 -4.9974  -0.7134
30 C 0.9977 1.8414 -3.6534  0.7234
31 C 1.7621 2.9677 -3.2836  -0.5775
32 C 2.1856 3.1269 -1.9684  -0.8993
33 C 1.7493 2.2470 -1.0035  -0.5159
34 C 0.8646 1.1618 -1.2730  0.5552
35 C 0.6279 0.8820 -2.6613  0.8007
36 H -0.7326 -1.4118 -4.8081  0.4232
37 H -0.2798 0.3716 -6.4425  0.4226
38 H 0.9208 2.4189 -5.7206  0.4302
39 H 2.0505 3.6836 -4.0430  0.4324
40 H 2.8296 3.9546 -1.7049  0.4281
41 H 2.0560 2.4169 0.0178  0.3216

Forces on atoms 1 to 3 (eV/Å):
Ir 0.1293 0.3900 0.1840
C 0.0420 0.0003 -0.0037
C -0.2981 -0.0932 -0.1382